# 1
The following is a quantum chemistry calculation of a cluster of 5 separate species, CH12NO4 in total in a non-equilibrium geometry, from OMol25.

Geometry as XYZ:
```
18
Properties=species:S:1:pos:R:3:mulliken_charge:R:1
C -0.116 -0.282 -2.774 -0.10
N -0.910 -0.241 -1.756 -0.16
H -0.495 -0.890 -3.601 0.29
H 0.850 0.207 -2.751 0.31
H -0.363 0.099 -0.948 0.34
H -1.271 -1.121 -1.379 0.37
H -1.009 -2.378 0.634 0.30
H 0.271 -2.440 1.278 0.29
O -0.135 -1.981 0.529 -0.58
H -2.173 2.436 1.164 0.33
H -0.936 1.792 1.436 0.30
O -1.617 1.767 0.734 -0.62
H 1.466 0.509 0.308 0.22
H 2.343 -0.163 -0.864 0.30
O 1.566 0.311 -0.619 -0.59
H 1.540 0.780 2.436 0.30
H 0.391 0.798 3.550 0.29
O 0.601 0.798 2.622 -0.60
```

## Properties
HOMO energy in Eh: -0.5298
Multiplicity: 1
ΔE to the lowest compared entry with this formula, charge and spin in kcal per mole: 44.55
LUMO energy in eV: -5.29
Charge: +1
E_tot in Ha: -400.70849

=====

# 2
The following is a quantum chemistry calculation of a cluster of 5 separate species, CH12NO4 in total in a non-equilibrium geometry, from OMol25.

Geometry as XYZ:
```
18
Properties=species:S:1:pos:R:3:mulliken_charge:R:1
C 1.377 -1.473 -1.698 -0.13
N 1.767 -0.286 -1.439 -0.09
H 2.090 -2.281 -1.758 0.28
H 0.301 -1.595 -1.599 0.28
H 1.177 0.388 -0.871 0.36
H 2.778 -0.205 -1.428 0.30
H -3.255 0.527 -2.027 0.32
H -3.083 -0.154 -0.740 0.32
O -2.549 0.254 -1.426 -0.65
H -0.982 1.122 -0.445 0.36
H 0.060 1.386 0.760 0.30
O -0.096 0.963 -0.088 -0.66
H -3.184 -1.141 2.855 0.33
H -3.911 0.114 2.305 0.31
O -3.154 -0.182 2.817 -0.64
H 4.315 0.952 1.529 0.32
H 2.959 0.587 1.999 0.33
O 3.391 1.023 1.254 -0.63
```

## Properties
HOMO energy in Eh: -0.5245
Multiplicity: 1
ΔE to the lowest compared entry with this formula, charge and spin in kcal per mole: 21.99
LUMO energy in eV: -4.70
Charge: +1
E_tot in Ha: -400.74445

=====

# 3
The following is a quantum chemistry calculation of a cluster of 5 separate species, CH12NO4 in total in a non-equilibrium geometry, from OMol25.

Geometry as XYZ:
```
18
Properties=species:S:1:pos:R:3:mulliken_charge:R:1
C -2.748 1.502 -0.565 -0.07
N -2.490 0.710 0.438 -0.19
H -3.433 2.424 -0.515 0.29
H -2.474 1.229 -1.619 0.26
H -1.524 0.092 0.474 0.41
H -3.043 0.662 1.315 0.29
H 1.812 -3.480 1.166 0.34
H 0.421 -3.943 1.090 0.35
O 0.940 -3.158 1.114 -0.51
H 0.255 -1.386 0.293 0.35
H 0.412 0.060 0.697 0.38
O -0.219 -0.568 0.329 -0.64
H 2.576 -0.481 -3.697 0.45
H 2.294 0.923 -3.465 0.44
O 2.516 0.136 -2.928 -0.21
H 1.174 2.390 1.751 0.34
H 2.239 1.429 2.271 0.36
O 1.294 1.457 1.851 -0.63
```

## Properties
HOMO energy (alpha / beta) in Eh: -0.6959 / -0.6581
Multiplicity: 2
ΔE to the lowest compared entry with this formula, charge and spin in kcal per mole: 27.31
LUMO energy (alpha / beta) in eV: -7.50 / -15.20
Charge: +2
E_tot in Ha: -400.18653

=====

# 4
The following is a quantum chemistry calculation of a cluster of 5 separate species, CH12O4 in total in a non-equilibrium geometry, from OMol25.

Geometry as XYZ:
```
17
Properties=species:S:1:pos:R:3:mulliken_charge:R:1
C -2.533 3.594 -0.037 -0.91
H -2.483 4.642 0.268 0.27
H -1.660 3.128 0.432 0.17
H -3.417 3.136 0.383 0.25
H -2.340 3.568 -1.105 0.23
O -1.991 -3.580 1.805 -0.64
H -1.143 -3.990 1.571 0.32
H -1.944 -2.742 1.317 0.32
O 1.614 2.095 -0.547 -0.62
H 1.304 2.975 -0.826 0.31
H 2.526 2.059 -0.836 0.31
O 0.104 -0.318 1.174 -0.62
H 0.774 0.275 0.753 0.30
H 0.248 -0.023 2.070 0.32
O 2.630 -1.991 -2.416 -0.64
H 2.422 -2.817 -1.977 0.32
H 2.203 -1.294 -1.864 0.32
```

## Properties
HOMO energy in Eh: -0.4149
Multiplicity: 1
ΔE to the lowest compared entry with this formula, charge and spin in kcal per mole: 21.91
LUMO energy in eV: 0.22
E_tot in Ha: -346.22926

=====

# 5
The following is a quantum chemistry calculation of a cluster of 5 separate species, CH12O4S in total in a non-equilibrium geometry, from OMol25.

Geometry as XYZ:
```
18
Properties=species:S:1:pos:R:3:mulliken_charge:R:1
C -0.402 1.213 0.610 -2.16
S -2.164 1.366 0.554 0.29
H 0.100 2.102 1.019 0.55
H -0.135 0.355 1.225 -0.03
H -0.035 1.034 -0.397 0.35
H -2.321 2.719 0.823 0.21
H -0.702 -1.392 -1.138 0.38
H 0.560 -1.828 -1.874 0.33
O 0.190 -1.765 -0.989 -0.72
H 1.782 -1.521 0.406 0.36
H 1.385 -1.415 1.849 0.29
O 2.143 -1.242 1.272 -0.69
H 1.822 0.962 0.342 0.41
H 3.070 1.801 -0.085 0.29
O 2.410 1.189 -0.372 -0.53
H -2.721 -1.869 -0.702 0.45
H -2.522 -0.396 -1.104 0.29
O -2.459 -1.312 -1.438 -1.08
```

## Properties
HOMO energy (alpha / beta) in Eh: 0.0234 / -0.1913
Multiplicity: 2
ΔE to the lowest compared entry with this formula, charge and spin in kcal per mole: 0.00
LUMO energy (alpha / beta) in eV: 3.26 / 3.20
Charge: -1
E_tot in Ha: -744.39703

=====

# 6
The following is a quantum chemistry calculation of a cluster of 5 separate species, CH12O4S in total in a non-equilibrium geometry, from OMol25.

Geometry as XYZ:
```
18
Properties=species:S:1:pos:R:3:mulliken_charge:R:1
C 0.665 -3.581 -2.000 -0.67
S 1.461 -2.212 -3.033 0.32
H 1.361 -3.635 -1.135 0.37
H 0.691 -4.426 -2.759 0.36
H -0.312 -3.158 -1.825 0.33
H 0.909 -1.020 -2.774 0.28
H -0.671 3.082 3.638 0.31
H -0.835 4.467 3.051 0.31
O -0.706 3.545 2.806 -0.60
H -1.343 1.864 -1.073 0.31
H 0.039 1.373 -1.028 0.29
O -0.695 1.451 -0.452 -0.61
H -2.550 -0.219 0.263 0.32
H -1.336 -0.695 -0.533 0.32
O -2.223 -1.001 -0.187 -0.63
H 2.094 1.308 3.122 0.32
H 1.320 1.344 1.741 0.29
O 2.129 1.513 2.178 -0.62
```

## Properties
HOMO energy (alpha / beta) in Eh: -0.4901 / -0.4901
Multiplicity: 2
ΔE to the lowest compared entry with this formula, charge and spin in kcal per mole: 17.04
LUMO energy (alpha / beta) in eV: -4.61 / -9.51
Charge: +1
E_tot in Ha: -744.04864

=====

# 7
The following is a quantum chemistry calculation of a cluster of 6 separate species, CH12O6 in total in a non-equilibrium geometry, from OMol25.

Geometry as XYZ:
```
19
Properties=species:S:1:pos:R:3:mulliken_charge:R:1
C 0.737 -0.994 2.893 -0.07
O 0.536 0.171 2.534 -0.43
H 1.535 -1.160 3.725 0.21
H 0.407 -1.878 2.464 0.27
O -1.432 0.088 -1.634 -0.76
H -0.613 0.352 -1.139 0.45
H -0.939 -0.454 -2.260 0.33
O 1.542 -1.448 -0.526 -0.59
H 1.925 -1.854 -1.311 0.30
H 0.654 -1.424 -1.002 0.23
O 0.605 0.983 -0.354 -0.72
H 1.377 0.363 -0.313 0.40
H 0.750 1.310 0.545 0.33
O -1.271 -2.485 -0.582 -0.62
H -2.072 -2.863 -0.183 0.29
H -1.574 -1.646 -0.814 0.37
O -0.584 3.745 -1.157 -0.62
H 0.137 3.217 -1.329 0.29
H -1.180 3.571 -1.986 0.33
```

## Properties
HOMO energy in Eh: -0.3839
Multiplicity: 1
ΔE to the lowest compared entry with this formula, charge and spin in kcal per mole: 37.93
LUMO energy in eV: 0.32
E_tot in Ha: -496.66990

=====

# 8
The following is a quantum chemistry calculation of a structure of composition CH12O7 in a non-equilibrium geometry, from OMol25.

Geometry as XYZ:
```
20
Properties=species:S:1:pos:R:3:mulliken_charge:R:1
H -0.257 0.028 0.345 0.36
O 0.268 -0.563 -0.633 -0.81
O -0.755 0.951 1.009 -0.62
H 0.975 0.049 -1.230 0.41
H 0.871 -1.105 -0.031 0.66
C -0.058 2.108 1.068 0.26
H -0.632 2.714 1.864 0.34
O 0.833 2.317 0.289 -0.60
O -2.091 -1.792 -1.064 -0.60
H -1.289 -1.483 -0.937 0.42
H -2.331 -2.208 -0.202 0.38
O 1.788 1.190 -1.772 -0.70
H 2.737 1.385 -1.674 0.33
H 1.520 1.769 -1.013 0.54
O 2.136 -1.857 0.681 -0.73
H 2.428 -1.677 1.633 0.36
H 2.964 -1.485 0.221 0.36
O -3.278 -0.054 0.817 -0.30
H -2.429 0.294 0.672 0.47
H -3.401 -0.582 -0.042 0.47
```

## Properties
HOMO energy (alpha / beta) in Eh: -0.5670 / -0.5542
Multiplicity: 2
ΔE to the lowest compared entry with this formula, charge and spin in kcal per mole: 59.03
LUMO energy (alpha / beta) in eV: -3.28 / -10.66
Charge: +1
E_tot in Ha: -571.55048